1.
28
Properties=species:S:1:pos:R:3:forces:R:3 method="wB97M-V/def2-TZVPD" relative_energy_kj_mol=193.9 homo_ha=-0.2582 orbital_gap_ev=7.21
O 3.8386 0.7873 -0.8736 1.26 0.21 -1.07
O 2.7682 1.1628 1.1861 -0.24 0.48 1.98
O 1.6236 -1.1298 -1.5608 3.09 2.42 0.18
C -2.9612 -0.1981 -0.9023 -2.30 -0.16 1.75
C -3.5090 0.1170 0.3589 3.62 0.74 -1.05
C -1.3415 1.0563 0.7958 1.52 3.04 1.81
C 1.7637 -0.4723 -0.3386 -3.51 2.01 -0.73
C -1.7491 0.2014 -1.3009 1.25 -0.13 -4.24
C -0.8508 0.9046 -0.5212 -1.57 -0.76 1.70
C -2.6090 0.8031 1.2284 -3.11 -2.66 0.75
C 1.0285 -2.2558 -1.3257 -0.72 -3.13 -1.53
C 0.5629 -2.4409 -0.1111 0.87 0.64 -0.95
C 0.9834 -1.2444 0.6817 -2.59 -0.69 -0.17
C 0.4527 1.2044 -0.9341 3.17 0.04 0.54
B 2.8753 0.5124 0.0219 0.32 -0.13 -0.96
H 4.4855 1.4770 -0.6648 -0.40 -0.30 0.01
H 3.4920 1.7201 1.4929 -0.16 -0.14 -0.28
H -0.0271 -3.2444 0.1643 -0.85 -1.34 0.81
H 1.1588 -2.8729 -2.2177 -0.93 -0.33 0.45
H -1.6189 -0.0187 -2.4399 0.68 0.45 2.18
H 0.6069 1.5271 -1.9641 0.09 -0.93 -0.11
H -3.5113 -0.7973 -1.5912 -0.64 -0.18 -0.36
H -0.8690 1.7436 1.5770 0.47 -1.29 -1.37
H -4.4810 -0.1944 0.5119 -1.81 -0.40 1.01
H 1.4974 -1.5929 1.5121 1.69 -0.25 1.66
H -2.9081 0.8218 2.3328 0.61 0.72 -1.71
H 1.1274 1.7632 -0.3135 -0.87 1.03 0.48
H 0.0032 -0.9251 1.1770 1.08 1.03 -0.81



2.
40
Properties=species:S:1:pos:R:3:forces:R:3 method="wB97M-V/def2-TZVPD" smiles=OP(Cl)[C@H]1O[C@@H](Br)[C@H](CCF)[N@H+]1CCC(F)(F)C(F)(F)C(F)(F)C(F)(F)F homo_ha=-0.4892 charge=+1 orbital_gap_ev=10.32
Br -2.6709 0.3816 -4.1895 -0.17 0.01 -0.03
Cl -0.9619 -3.6112 -2.9090 -0.02 -0.08 -0.10
P -1.5190 -2.0569 -1.7356 0.10 0.05 0.25
F 2.8188 0.9104 1.2316 0.05 0.02 -0.03
F -0.9157 -1.1741 2.4127 -0.10 0.00 0.22
F -2.1417 2.7638 0.0162 0.03 0.02 -0.12
F 0.5870 -0.5401 5.0052 -0.10 0.12 0.18
F 3.2464 -1.1344 1.8677 0.14 -0.16 -0.01
F 2.4894 0.6694 3.7669 0.14 0.12 0.13
F 0.2671 -2.9624 2.5952 0.03 -0.16 0.00
F 0.5818 0.9440 2.7420 -0.20 0.26 0.04
F 1.9978 -1.9506 4.1242 0.10 -0.14 0.17
F -0.9909 -2.3371 4.2366 -0.02 -0.06 0.07
O -0.1223 -0.5808 -3.5437 0.06 -0.07 0.21
O -0.9983 -2.5507 -0.2610 -0.18 0.25 -0.10
N 0.2478 0.2518 -1.4922 0.02 0.09 -0.16
C 1.5781 0.0708 3.0014 -0.02 -0.31 -0.22
C -0.8883 1.0824 -2.0464 -0.08 0.33 -0.04
C 1.0042 -1.0960 3.8670 -0.05 0.04 -0.24
C 2.2546 -0.2599 1.6425 -0.16 -0.01 0.12
C -0.8862 0.6134 -3.5162 0.26 -0.01 0.14
C 0.4010 0.2779 0.0014 -0.19 0.10 0.14
C 0.0428 -1.0555 -2.2266 -0.34 -0.06 -0.17
C 1.3751 -0.7838 0.5189 -0.05 -0.02 -0.23
C -0.7068 2.5923 -1.8401 -0.02 0.00 -0.01
C -1.9765 3.2215 -1.2909 -0.06 -0.05 -0.07
C -0.1929 -1.9185 3.2827 0.14 0.18 -0.27
H -0.4270 3.0901 -2.7745 -0.03 -0.12 0.08
H -0.6003 0.1961 0.4302 0.18 -0.11 -0.06
H -1.9166 4.3124 -1.2874 0.04 -0.15 0.12
H 2.0929 -1.0810 -0.2566 -0.06 0.13 0.09
H 0.8472 -1.6902 0.8114 0.16 0.12 -0.04
H 0.7747 1.2745 0.2394 -0.11 -0.09 -0.06
H -1.7943 0.7478 -1.5332 0.15 -0.08 -0.03
H 0.9254 -1.6938 -2.1759 0.05 0.17 0.00
H -0.4009 1.3257 -4.1826 -0.06 -0.09 0.05
H -2.8598 2.9112 -1.8596 0.10 0.08 0.03
H 0.0948 2.7836 -1.1181 -0.07 0.05 -0.11
H 1.0846 0.6717 -1.9148 0.17 -0.27 0.20
H -1.7415 -2.6152 0.3605 0.18 -0.10 -0.11



3.
31
Properties=species:S:1:pos:R:3:forces:R:3 method="wB97M-V/def2-TZVPD" s2=0.759 relative_energy_kj_mol=0.0 multiplicity=2 homo_ha="-0.2919 / -0.3184" orbital_gap_ev="7.62 / 6.66"
Br 1.1038 0.1215 4.0967 0.20 -0.15 -0.24
Ti 0.5300 0.4950 1.7627 -1.03 0.41 0.00
S 2.3651 1.6003 0.4806 -0.28 -0.82 -0.05
S 1.6028 -1.6111 0.8984 0.43 0.45 -0.41
F 0.0530 2.6329 2.1799 0.60 0.12 -0.32
F -2.0510 2.0654 1.8780 -0.34 0.23 0.43
N -0.9719 0.4340 0.2109 0.08 -0.11 0.23
C -4.1626 0.3673 -1.8023 0.59 0.08 0.79
C 3.9144 0.6907 -1.5534 0.34 0.91 0.01
C 2.7763 -1.0605 -0.2354 -0.92 -1.05 1.46
C -3.2843 -0.9335 0.2059 0.27 -0.11 -0.26
C -1.8822 0.7553 -0.7201 0.22 0.26 0.07
C 3.5289 -2.2256 -0.8686 1.11 1.08 -0.08
C -2.3273 -1.2514 1.1575 -0.42 0.47 -0.82
C -1.1765 -0.5087 1.1257 1.23 0.92 -0.11
C -0.9653 1.7505 2.6221 0.24 -0.66 -1.35
C 3.0127 0.3043 -0.4180 0.20 0.00 -0.74
C -3.0778 0.0551 -0.7691 -0.25 -0.40 -0.32
H 2.9554 -2.7946 -1.5747 -0.53 -0.14 -0.33
H -1.6694 1.6290 -1.3625 -0.05 -0.71 0.25
H -4.9498 -0.4051 -1.8254 0.55 0.22 -0.20
H 3.8866 -2.9088 -0.1087 -0.32 -0.13 0.39
H -4.2145 -1.4763 0.1871 -0.24 -0.14 0.01
H -1.1125 1.9700 3.6416 -0.45 0.17 1.19
H 4.4589 -1.9204 -1.3608 -0.27 0.24 -0.17
H 4.9591 0.5131 -1.2824 0.02 0.05 -0.04
H -2.4651 -2.0182 1.8727 -0.25 -0.57 0.63
H 3.7924 1.7629 -1.7898 0.16 -0.53 0.14
H -4.6212 1.2653 -1.4016 -0.37 0.35 -0.42
H 3.7139 0.1262 -2.4545 -0.12 -0.24 -0.16
H -3.7217 0.5753 -2.7921 -0.40 -0.19 0.41



4.
27
Properties=species:S:1:pos:R:3:forces:R:3 method="wB97M-V/def2-TZVPD" homo_ha=-0.1143 charge=-1 orbital_gap_ev=5.76
In 0.0562 1.0006 -0.4033 0.13 -1.21 1.25
Br 1.6289 2.1034 1.1649 0.08 0.62 0.03
O -1.9043 1.0559 -0.0372 -0.07 0.46 0.07
C 1.1199 1.4888 -2.5291 -0.05 -0.64 -0.55
C -0.6581 -2.1790 2.0067 0.51 0.44 -0.04
C 1.3443 -1.3371 1.2367 -0.27 0.39 0.40
C 1.7780 0.2506 -2.2151 -0.53 0.15 -0.48
C -0.4789 -0.2010 -2.5149 0.71 0.12 -0.80
C -2.4008 1.9348 0.9520 0.24 -0.38 -0.12
C 0.0198 -1.5751 3.1076 0.57 -0.32 -0.98
C 0.7930 -0.7794 -2.1951 -0.03 0.64 -0.72
C 0.1450 -2.0080 0.8465 -0.37 0.22 0.43
C 1.2722 -1.0861 2.6381 -0.70 -0.36 -0.39
C -0.2786 1.2048 -2.7609 0.47 -0.62 -0.18
H 2.0438 -0.6131 3.2370 -0.17 0.05 -0.11
H -1.0067 1.9010 -3.1808 0.19 -0.24 0.49
H -1.6176 -2.6897 2.0337 0.11 0.22 0.02
H -1.6215 2.2399 1.6786 -0.41 -0.09 -0.11
H 1.6013 2.4505 -2.6906 -0.13 -0.26 0.17
H -0.1028 -2.3404 -0.1591 0.04 -0.05 0.29
H 2.8560 0.1173 -2.1135 -0.48 0.09 0.30
H 0.9967 -1.8427 -2.0841 -0.13 0.40 0.29
H -0.3472 -1.5087 4.1262 0.05 -0.06 -0.08
H -3.2018 1.3940 1.4744 0.07 0.35 0.17
H -1.3999 -0.7596 -2.6851 0.28 0.33 0.34
H -2.8096 2.8441 0.4808 -0.03 -0.07 0.19
H 2.1723 -1.0659 0.5856 -0.06 -0.19 0.11



5.
38
Properties=species:S:1:pos:R:3:forces:R:3 method="wB97M-V/def2-TZVPD" relative_energy_kj_mol=143.7 homo_ha=-0.4209 charge=+1 orbital_gap_ev=6.81
Ir -0.5430 -0.1321 -1.3348 -2.36 -0.72 1.08
Cl 0.7919 -4.0415 -0.1438 0.08 -0.05 0.07
Cl -0.1653 -4.7698 -2.8116 -0.02 -0.06 -0.01
O 1.0423 2.3431 -1.2686 0.15 -0.04 0.02
O -0.5633 -0.1119 0.6712 -1.20 0.13 -1.06
O -2.3176 -2.7991 -0.4404 -0.08 0.57 -0.09
O -0.8585 -2.0175 -1.9706 1.11 0.53 0.38
O 1.4533 -0.5664 -1.1271 -0.74 0.80 -1.31
O -0.2107 4.0660 -1.0061 -0.14 0.05 -0.08
N -1.1157 2.0081 -1.3312 1.84 -0.80 0.35
N -3.2810 1.4136 -1.3510 -0.34 0.12 -0.07
N -2.7771 3.6588 -1.0914 -0.24 0.14 -0.04
N -0.0310 2.8756 -1.1925 -0.22 0.63 0.15
N -2.8501 0.0895 -1.4602 1.69 -0.32 0.30
C 3.6614 -0.0185 -0.5722 -0.11 -0.36 -0.34
C -0.6252 -4.2738 -1.1898 -0.18 0.42 -0.12
C -1.3666 -2.9230 -1.1766 -0.05 -0.90 0.23
C 2.2286 -0.2501 -0.1981 0.32 -0.01 0.43
C 1.0692 -0.0852 3.8535 0.01 -0.07 -0.16
C 2.4291 -0.0938 3.5157 0.07 0.01 0.10
C 0.1077 -0.1106 2.8757 -0.37 0.01 -0.10
C 2.7870 -0.1180 2.1987 0.13 0.06 0.09
C 1.8211 -0.1452 1.1692 -0.36 0.13 -0.13
C -2.3807 2.4118 -1.2504 0.42 0.03 0.12
C 0.4501 -0.1326 1.5106 0.59 -0.04 0.05
H 3.1871 -0.0903 4.2855 -0.01 0.01 0.01
H 0.7736 -0.0717 4.8942 -0.03 0.01 -0.01
H -4.2693 1.6135 -1.3424 0.00 -0.10 0.04
H -2.0617 4.3708 -1.0049 0.02 -0.05 -0.01
H -3.1950 -0.3592 -2.3047 -0.02 0.05 -0.03
H 4.0090 0.9269 -0.1602 0.00 -0.02 0.08
H -0.9482 -0.1185 3.1109 0.02 0.02 0.09
H -3.7487 3.9195 -1.0632 -0.02 -0.11 0.00
H -3.1097 -0.4715 -0.6461 -0.04 -0.09 -0.03
H 3.8386 -0.1414 1.9514 -0.02 0.02 -0.09
H 3.7395 0.0032 -1.6558 0.01 0.00 0.01
H -1.2596 -5.0302 -0.7448 0.06 -0.05 0.01
H 4.2886 -0.8286 -0.1979 0.05 0.05 0.06



6.
26
Properties=species:S:1:pos:R:3:forces:R:3 method="wB97M-V/def2-TZVPD" s2=8.764 multiplicity=6 homo_ha="0.0802 / 0.0027" charge=-2 orbital_gap_ev="4.13 / 6.15"
Mn 0.0216 0.0605 -0.0447 0.27 0.50 0.18
Cl -0.6495 2.0071 -1.1828 -1.13 1.94 -1.33
C -1.0047 -1.3433 -1.6718 1.17 -0.73 -0.34
C -0.5928 1.2321 1.9122 -1.07 -1.12 0.83
C -1.8375 -0.6897 1.4173 0.25 1.35 1.02
C -0.4345 -2.1939 -0.6528 0.89 -0.15 -1.53
C 0.1474 0.0888 2.3870 -1.58 -0.35 0.08
C -0.6253 -1.1041 2.0679 -0.15 1.50 0.75
C 1.0059 -2.0218 -0.6782 -0.85 -0.28 -1.01
C 0.0762 -0.6625 -2.3452 0.78 -1.54 0.58
C -1.8349 0.7622 1.3277 0.81 -1.07 1.32
C 1.3199 -1.0788 -1.7164 -1.23 -0.69 -0.87
C 1.8104 1.1740 0.1287 1.41 0.20 0.21
H 2.3156 -0.7045 -1.9805 -0.56 -0.14 0.29
H -0.0171 0.0818 -3.1384 0.00 -0.27 0.53
H 2.5463 0.6500 0.7546 0.35 -0.10 0.16
H -2.0668 -1.2407 -1.9158 0.46 0.04 0.25
H -0.9820 -2.9082 -0.0295 0.26 0.55 -0.16
H 1.7315 -2.5328 -0.0341 -0.40 0.36 -0.19
H -2.6434 -1.3345 1.0591 0.41 0.19 0.02
H -2.6049 1.3826 0.8620 0.49 -0.33 0.10
H -0.3239 -2.1284 2.3047 -0.09 0.40 -0.27
H -0.2642 2.2718 1.9535 -0.09 -0.48 -0.16
H 1.1322 0.1086 2.8732 -0.51 0.00 -0.44
H 2.2552 1.3301 -0.8587 0.12 0.09 -0.13
H 1.6299 2.1591 0.5653 -0.04 0.13 0.11



7.
40
Properties=species:S:1:pos:R:3:forces:R:3 method="wB97M-V/def2-TZVPD" homo_ha=-0.6321 charge=+3 orbital_gap_ev=3.40
Pb -0.9726 -3.6776 2.0261 -2.22 -6.18 6.61
Pb 0.8374 -3.4059 -1.1795 5.76 -11.33 -1.71
F -2.9354 0.7381 0.7400 0.49 -0.22 -3.02
F 0.3536 0.2237 2.1759 1.31 0.31 2.24
O 1.5962 2.0548 -2.1650 1.06 -0.31 2.66
O -0.5469 -2.4695 0.6392 0.74 2.17 -4.44
O 0.5045 1.6631 -3.9908 0.08 0.17 -1.32
O -1.8106 0.4113 3.3618 0.69 -3.72 0.12
O -2.9464 -1.0257 2.0959 0.46 -0.59 -0.10
O -1.0866 -1.7541 3.0380 1.95 -1.23 1.36
O 2.6216 0.6982 2.4909 -1.17 1.11 0.23
O 0.1537 -1.7407 -1.2400 -5.31 10.43 0.67
O 4.6366 -0.5163 2.6898 -5.04 1.92 -2.92
O -0.5919 -0.3074 0.4022 -2.48 -3.07 -3.50
O 1.6928 3.5719 -3.8940 -1.40 -4.91 3.08
O 3.1259 -0.8070 1.0308 -1.12 -1.54 -3.34
C -0.4154 -1.4704 -0.1284 1.26 2.37 -2.45
C -2.9322 1.1491 2.8903 -1.02 0.90 0.30
C -3.5117 0.2685 1.8217 -0.59 1.13 1.24
C 3.5924 -0.2059 2.0732 4.37 -0.75 5.15
C 1.3066 2.4959 -3.3536 1.80 7.07 -5.17
C 0.0586 0.6986 -3.1156 -0.62 -1.04 -0.76
C 0.9847 0.8095 -1.9392 -0.39 0.89 -0.22
C 1.9917 -0.1063 0.4676 1.64 -1.16 1.81
C 1.4953 0.7367 1.6328 2.93 0.42 -1.51
C -1.8595 -0.8608 2.8716 -4.12 5.73 1.26
C 0.1117 -0.6514 -3.8396 -1.16 0.50 0.73
H 1.7654 0.0638 -1.7888 -0.37 -0.14 -1.02
H 0.3562 0.9007 -1.0533 0.43 0.04 0.13
H -2.5332 2.0505 2.4252 -0.15 0.00 0.13
H -4.5965 0.2743 1.7158 0.09 -0.63 0.07
H -3.6897 1.4375 3.6191 0.57 -0.33 0.72
H 1.2632 1.6709 1.1215 -0.06 0.82 1.44
H 0.9056 -0.6077 -4.5853 -0.04 -0.34 0.16
H -0.9176 1.0825 -2.8196 -0.53 -0.80 0.16
H -0.9036 -0.8268 1.1470 -0.86 2.43 2.45
H -0.8641 -0.8653 -4.2757 0.23 -0.04 -0.44
H 2.3211 0.4936 -0.3807 0.10 -0.34 0.83
H 0.2274 -1.3498 -3.0109 0.46 -0.26 -1.42
H 1.2114 -0.8447 0.2834 2.22 0.51 -0.21